(1)
C8H9Br2N | ωB97M-V/def2-TZVPD

The geometry in XYZ format:
```
20
Properties=species:S:1:pos:R:3:forces:R:3:nbo_charge:R:1
C 0.200996 1.397583 -0.944221 0.1 -1.5 0.0 -0.26
C -0.223525 0.852512 1.343460 0.1 2.1 -0.2 -0.25
C 0.493845 2.684184 -0.550007 -0.2 -1.1 0.3 0.04
C 0.128908 2.212816 1.600362 -0.2 -1.9 2.3 0.05
C -0.072485 0.447247 0.036805 -1.2 -1.1 1.3 -0.04
C -0.198726 -1.457091 -1.660788 2.6 -0.8 3.3 -0.65
C 0.211124 -2.159874 0.828153 0.2 5.0 1.2 -0.44
C -0.476628 -1.031309 -0.217745 1.7 -0.3 0.3 -0.04
N 0.523232 3.060104 0.721672 0.4 1.0 -1.5 -0.41
Br 2.074332 -2.570529 0.375479 -0.5 0.4 0.5 0.00
Br -2.358984 -1.240482 0.217387 -0.5 0.0 -0.1 0.02
H 0.126379 0.957745 -1.930885 0.4 1.0 -0.4 0.22
H -0.823344 0.229501 1.994545 0.6 0.1 0.6 0.23
H 0.744655 3.455576 -1.191407 0.4 1.2 -1.7 0.20
H 0.235050 2.669932 2.579948 -0.7 -0.7 0.5 0.19
H -0.531996 -2.463180 -1.647642 0.5 -1.3 -0.7 0.22
H 0.884903 -1.239976 -1.865306 -0.9 -0.9 0.2 0.24
H -0.694480 -0.996869 -2.394129 -2.4 2.2 -2.5 0.22
H 0.040792 -1.761674 1.956446 0.9 -0.9 -2.8 0.24
H -0.284046 -3.046209 0.747872 -1.4 -2.3 -0.5 0.20
```
Forces are in eV/Å.

Properties
E (eV): -150015.660
Energy relative to the best compared isomer or geometry (same formula, charge and spin) (eV): 0.067
Max |F| (eV Å⁻¹): 5.16
HOMO-LUMO gap (eV): 10.15
Highest occupied orbital energy (eV): -9.74

---

(2)
C3H4NOS2 | ωB97M-V/def2-TZVPD

The geometry in XYZ format:
```
11
Properties=species:S:1:pos:R:3:forces:R:3:nbo_charge:R:1
C -1.339229 -0.044326 1.895615 1.2 -0.2 1.3 0.41
C -0.941436 0.754886 0.640216 -0.2 2.9 -0.5 -0.27
C -0.714582 -1.119809 -0.242068 -0.7 -1.8 -1.1 -0.37
N 0.202358 -0.001947 0.055231 2.0 -3.5 2.8 -0.55
O -1.509975 0.354774 3.007306 -0.3 -0.4 -1.7 -0.40
S -1.103108 -1.801488 1.356128 -0.5 0.1 0.9 0.29
S -1.990872 0.081880 -0.722361 -0.5 0.3 -0.3 0.36
H -0.789315 1.903160 0.696559 -0.4 -2.1 0.3 0.31
H -0.283885 -1.898766 -0.923735 -0.7 0.8 0.4 0.29
H 0.530946 0.249578 -0.846316 0.9 1.4 -0.8 0.46
H 0.915617 -0.558132 0.717033 -0.9 2.6 -1.3 0.47
```
Forces are in eV/Å.

Properties
E (eV): -28374.426
Energy relative to the best compared isomer or geometry (same formula, charge and spin) (eV): 1.009
Max |F| (eV Å⁻¹): 4.93
HOMO-LUMO gap (eV): 9.69
Total charge: +1
Highest occupied orbital energy (eV): -14.33

---

(3)
C20H40F5N18O8 | ωB97M-V/def2-TZVPD

The geometry in XYZ format:
```
91
Properties=species:S:1:pos:R:3:forces:R:3:lowdin_charge:R:1
F 1.739378 -1.243374 4.610108 -0.1 0.1 0.4 0.16
C 2.070421 -1.174879 3.320274 -0.5 0.1 -0.1 -0.60
F 3.383769 -1.250631 3.231858 0.6 0.0 -0.2 0.18
F 1.556060 -2.302660 2.758739 0.0 -0.3 -0.3 0.12
C 1.488990 0.030213 2.637205 -0.6 0.4 0.6 -0.12
C 2.103294 0.595144 1.529962 0.4 -0.8 0.4 0.00
C 1.549452 1.668878 0.883591 0.2 0.0 -0.1 -0.03
C 0.363114 2.203845 1.335878 -0.1 -0.1 0.0 -0.01
C -0.265216 1.636480 2.427649 -0.1 -0.2 0.6 -0.11
C -1.624876 2.163088 2.831328 0.4 -0.7 -0.8 -0.47
F -1.855928 3.367925 2.273008 -0.1 0.5 0.0 0.13
F -1.721551 2.280257 4.167491 -0.2 0.1 0.4 0.13
C -2.711298 1.227724 2.303837 0.1 0.3 0.0 -0.05
C -2.936407 1.074833 0.965200 -0.4 -0.4 0.2 0.08
C -3.898526 0.116846 0.618746 0.2 0.2 0.0 0.02
N -4.533205 -0.566440 1.563917 -0.1 0.3 -0.2 0.09
N -4.376808 -0.413634 2.879763 0.2 0.0 -1.1 0.14
C -3.475121 0.477627 3.195801 0.1 0.0 1.1 -0.02
C 0.283200 0.542395 3.114439 0.2 0.5 -0.8 0.04
H 3.018643 0.153690 1.172793 0.2 0.1 -0.2 0.11
H 2.036442 2.054398 0.011957 0.1 0.2 -0.2 0.09
H -0.072844 3.024491 0.798303 -0.1 0.1 0.0 0.11
H -2.386519 1.621801 0.217237 0.1 0.0 -0.2 0.14
H -4.119331 -0.107363 -0.410454 -0.1 -0.3 -0.1 0.15
H -5.192926 -1.306127 1.288799 0.1 -0.5 0.0 0.15
H -3.309943 0.619365 4.250561 -0.1 -0.1 0.2 0.14
H -0.220624 0.100421 3.957319 0.0 0.0 0.2 0.13
C 5.087255 1.880638 -0.541968 0.1 0.0 0.0 -0.67
O 4.237179 0.993375 -0.588819 0.0 0.1 -0.1 -0.01
N 5.591453 2.358322 0.620805 0.0 -0.4 0.1 0.17
N 5.593786 2.454891 -1.671950 -0.1 0.0 -0.1 0.16
H 6.276035 3.089926 0.666579 -0.2 0.2 0.0 0.07
H 5.240519 1.965333 1.472966 0.0 0.0 0.0 0.10
H 5.258777 2.115679 -2.553146 0.1 -0.1 0.0 0.10
H 6.280601 3.185451 -1.653869 0.0 0.0 0.1 0.09
C 5.071733 6.260377 0.562776 0.0 0.2 0.0 -0.67
O 5.718833 5.230521 0.459916 0.1 0.0 -0.1 0.01
N 4.637047 6.729229 1.768803 0.0 -0.1 0.0 0.16
N 4.737387 7.023827 -0.519481 0.0 -0.1 0.0 0.16
H 4.111183 7.574575 1.879048 0.0 0.0 0.0 0.09
H 4.872867 6.192878 2.582284 0.0 0.0 0.0 0.11
H 5.046496 6.707799 -1.419154 0.0 0.0 0.0 0.10
H 4.214722 7.875674 -0.456405 0.0 0.0 0.0 0.09
C 0.085503 2.901072 -2.612549 0.1 -0.1 -0.3 -0.67
O 0.098449 2.449968 -1.469431 -0.3 0.2 -0.2 0.01
N 1.224799 3.079949 -3.333010 0.1 -0.1 0.1 0.18
N -1.060948 3.267187 -3.250333 -0.1 0.0 0.2 0.17
H 1.234172 3.452225 -4.264968 -0.1 0.1 0.0 0.11
H 2.092271 2.825197 -2.896805 0.0 0.0 0.0 0.10
H -1.922867 3.152971 -2.752371 0.0 0.0 0.0 0.10
H -1.081859 3.644802 -4.181644 0.1 0.2 0.1 0.10
C -1.092675 -1.690303 -0.433297 0.2 -0.1 0.1 -0.65
O -2.161792 -1.539033 -1.008297 -0.1 0.2 -0.1 0.02
N 0.063223 -2.019951 -1.080162 -0.2 -0.2 -0.1 0.18
N -0.986966 -1.537612 0.917818 0.3 0.0 -0.1 0.20
H 0.944012 -2.142505 -0.616150 0.0 0.2 0.1 0.10
H 0.015198 -2.137802 -2.075504 0.0 0.1 0.0 0.11
H -1.825781 -1.316656 1.405519 -0.2 -0.1 0.2 0.07
H -0.136026 -1.647247 1.439497 0.0 0.0 -0.1 0.07
C -4.734831 -4.212174 1.771873 0.2 -0.3 0.1 -0.65
O -5.323719 -3.443487 1.007498 0.0 0.3 0.0 -0.01
N -4.193825 -3.710694 2.926703 0.0 -0.1 -0.2 0.15
N -4.568916 -5.534903 1.536798 -0.4 0.7 -0.1 0.18
H -3.677713 -4.230115 3.610650 0.0 -0.1 0.0 0.10
H -4.358534 -2.735095 3.046266 0.0 0.2 0.5 0.04
H -4.937441 -5.927225 0.683544 0.2 -0.1 -0.1 0.08
H -4.083543 -6.143128 2.167318 0.0 0.0 0.0 0.10
C -3.854718 -8.591755 -0.854712 -0.3 -0.1 0.0 -0.67
O -4.335815 -7.492060 -0.600719 0.1 -0.1 0.0 0.00
N -4.631268 -9.702570 -1.002651 -0.1 0.1 0.0 0.16
N -2.521205 -8.790565 -1.010339 0.1 0.0 0.0 0.16
H -4.264992 -10.611260 -1.212262 0.0 0.0 0.0 0.10
H -5.621787 -9.588329 -0.897600 0.0 0.0 0.0 0.11
H -1.923074 -7.995550 -0.910461 0.1 0.1 0.0 0.09
H -2.113577 -9.681724 -1.220520 0.0 0.0 0.0 0.10
C 1.383211 -6.553770 -2.194225 -0.3 0.0 -0.2 -0.69
O 1.776305 -7.653487 -2.528332 -0.1 0.0 0.0 0.03
N 0.136734 -6.074712 -2.526479 0.0 -0.2 0.1 0.15
N 2.140650 -5.698017 -1.454842 0.2 0.2 0.2 0.15
H -0.203622 -5.171496 -2.254569 0.0 0.0 0.0 0.08
H -0.451633 -6.671508 -3.077563 0.0 0.0 -0.1 0.10
H 3.055719 -6.004885 -1.183375 0.0 0.0 0.0 0.11
H 1.827402 -4.790710 -1.170558 0.0 0.0 0.0 0.08
C -0.023080 6.942161 -3.500603 0.0 0.0 0.1 -0.68
O -0.287383 6.291272 -4.499811 0.0 -0.1 0.0 0.01
N 0.009029 6.369087 -2.260234 0.0 0.0 0.0 0.16
N 0.260677 8.276889 -3.548679 0.0 -0.1 -0.1 0.15
H 0.227097 6.858636 -1.414234 0.0 0.1 0.0 0.09
H -0.202135 5.390350 -2.221131 0.0 -0.1 0.1 0.06
H 0.241518 8.717577 -4.449427 0.0 0.0 0.0 0.11
H 0.474575 8.828680 -2.740875 0.0 0.0 0.0 0.09
```
Forces are in eV/Å.

Properties
E (eV): -78181.655
Max |F| (eV Å⁻¹): 1.12
HOMO-LUMO gap (eV): 7.34
Total charge: +1
Highest occupied orbital energy (eV): -11.62

---

(4)
C4H6N2O | ωB97M-V/def2-TZVPD

The geometry in XYZ format:
```
13
Properties=species:S:1:pos:R:3:forces:R:3:nbo_charge:R:1
N -1.956501 0.596343 -0.212637 -3.4 0.1 1.3 -0.94
C -1.969289 -0.610841 0.288719 1.2 -1.2 0.2 0.22
O -0.819436 -1.327888 0.192642 -0.8 -0.1 0.2 -0.50
C 0.308344 -0.753688 -0.445559 0.0 -0.3 0.0 -0.08
C 1.067662 0.116159 0.538337 -0.1 0.1 0.2 -0.54
C 2.304327 0.582210 -0.039592 2.5 1.0 -1.2 0.28
N 3.301967 0.948474 -0.520445 -1.9 -0.7 0.9 -0.32
H -1.946030 1.556439 -0.465288 0.8 0.3 -0.3 0.46
H -3.009091 0.235297 0.419725 1.6 0.8 -1.2 0.50
H 0.045537 -0.198621 -1.353009 0.0 -0.1 0.2 0.20
H 0.894965 -1.625090 -0.696781 0.3 0.0 -0.3 0.21
H 0.461181 0.973720 0.810069 0.0 0.1 0.2 0.25
H 1.321884 -0.440134 1.440216 -0.2 -0.1 0.0 0.26
```
Forces are in eV/Å.

Properties
E (eV): -9267.778
Energy relative to the best compared isomer or geometry (same formula, charge and spin) (eV): 5.723
Max |F| (eV Å⁻¹): 3.61
HOMO-LUMO gap (eV): 9.49
Highest occupied orbital energy (eV): -8.85

---

- Number 2 is which compound?
  C3H4NOS2

---

- HOMO-LUMO gap of number 4 (C4H6N2O)?
  9.49 eV

---

- highest occupied orbital energy of number 1 (C8H9Br2N)?
  -9.74 eV